Record 1
# C4H6CdFO4

A molecular structure, C4H6CdFO4 in a non-equilibrium geometry (the ωB97M-V functional and the def2-TZVPD basis, the OMol25 dataset).

XYZ file:
```
16
Properties=species:S:1:pos:R:3:forces:R:3
O 0.836895 0.411559 -1.881111 -0.2692 0.0564 0.3437
C 0.000137 1.261265 -1.697415 -0.1675 -0.4473 -0.2668
C -0.308286 1.842609 -0.339252 -0.3600 0.2936 -0.4148
O 0.831322 1.895754 0.502524 0.1861 0.2383 0.1447
C 1.027865 0.975436 1.405800 -0.0829 0.8440 0.5099
O 1.327113 1.502484 2.545202 -0.0157 0.0316 -0.3825
O 0.931244 -0.237850 1.220661 -0.9350 2.1347 2.2387
C 1.509655 0.628789 3.671731 0.3190 -0.4670 0.4853
H -1.130908 1.273431 0.121031 0.1509 0.0968 -0.0915
F 2.525371 -2.477316 -0.500545 4.1086 -2.5834 -1.8819
H -0.656423 1.630271 -2.510731 0.2405 -0.0661 0.0356
H -0.645916 2.879356 -0.458357 0.0904 -0.2297 0.1025
H 1.693364 1.289061 4.521375 -0.0453 -0.1829 -0.2401
H 0.604715 0.032157 3.828646 0.2088 0.1764 -0.0212
H 2.372271 -0.021968 3.491390 -0.1974 0.1547 0.1180
Cd 1.001752 -1.767926 0.088786 -3.2314 -0.0502 -0.6795
```
Forces are in eV/Å.

- charge = +1
- HOMO energy (eV) = -14.77
- electronic energy (eV) = -19708.124
- Kohn-Sham gap (eV) = 9.33
- E_LUMO (eV) = -5.435


Record 2
# C8H15BO2

2 unconnected molecules or ions with the total composition C8H15BO2 (the ωB97M-V functional and the def2-TZVPD basis, the OMol25 dataset).

XYZ file:
```
26
Properties=species:S:1:pos:R:3:forces:R:3
C 1.991264 2.170264 0.345355 -0.1151 -0.0085 -0.0435
C 0.674607 1.493484 0.503472 -0.1551 0.0219 -0.0818
C -0.033758 0.952121 -0.485861 -0.6498 0.3745 0.1245
B -1.449360 0.347697 -0.279985 0.2429 0.2631 0.0739
O -1.903609 -0.157690 0.912662 0.5998 0.1154 0.2805
C -3.241802 -0.576117 0.757752 -0.5452 -0.1905 -0.0350
C -3.599617 -0.229079 -0.707717 -0.4817 -0.1826 0.2073
O -2.412386 0.301804 -1.254867 0.4840 0.1709 -0.4405
H 1.906811 3.226248 0.605023 0.0497 0.0683 0.0378
H 2.352352 2.084550 -0.676193 0.0596 0.0294 -0.0508
H 2.721663 1.724865 1.020356 0.1256 -0.0092 0.0365
H 0.294908 1.442210 1.516332 -0.1220 -0.0686 0.1519
H 0.344247 1.044761 -1.494121 0.1034 0.0201 -0.1708
H -3.868702 -0.041907 1.478484 0.0312 -0.1185 -0.0876
H -3.302821 -1.650844 0.957160 -0.0571 0.1318 0.0030
H -3.897195 -1.108011 -1.286330 -0.0418 0.0947 0.0775
H -4.388725 0.527328 -0.772069 0.0548 -0.1440 -0.0091
C 2.879580 -0.684430 -0.978334 0.1275 0.0335 -0.1642
C 1.727960 -1.213023 -0.609366 0.3153 -0.6521 0.0879
C 1.435553 -1.737818 0.756838 -0.0400 0.0003 -0.0162
H 3.683939 -0.529900 -0.276586 0.1237 -0.0097 0.2000
H 3.066473 -0.360134 -1.988539 -0.0263 0.0323 -0.2202
H 0.947845 -1.380667 -1.337826 -0.0787 0.0796 -0.2195
H 1.400846 -2.830010 0.725892 -0.0298 0.0068 0.0847
H 0.464963 -1.380060 1.102266 0.0187 -0.0452 0.1100
H 2.204969 -1.435646 1.466201 0.0064 -0.0138 0.0636
```
Forces are in eV/Å.

- HOMO energy (eV) = -8.96
- electronic energy (eV) = -13311.629
- Kohn-Sham gap (eV) = 9.72
- E_LUMO (eV) = 0.760


Record 3
# CHF2O3

2 unconnected molecules or ions with the total composition CHF2O3 in a non-equilibrium geometry (the ωB97M-V functional and the def2-TZVPD basis, the OMol25 dataset).

XYZ file:
```
7
Properties=species:S:1:pos:R:3:forces:R:3
C -3.234419 -0.149420 0.032614 0.7111 -0.8202 0.3523
O -1.494508 1.388130 0.192442 1.9682 -0.3900 0.7056
O -2.715932 1.014749 -0.068751 -3.5345 -0.4257 -1.1309
O 0.251618 -0.341483 -0.568989 -0.2757 -0.5225 0.7720
F -2.483276 -1.160161 0.322519 -2.0531 1.4971 -0.6262
F -4.496811 -0.271034 -0.223986 3.0410 0.0489 0.6416
H 0.364291 -1.015900 0.158759 0.1431 0.6125 -0.7144
```
Forces are in eV/Å.

- charge = +1
- HOMO energy (alpha / beta) (eV) = -16.53 / -17.22
- electronic energy (eV) = -12612.915
- Kohn-Sham gap (alpha / beta) (eV) = 9.45 / 7.84
- E_LUMO (alpha / beta) (eV) = -7.085 / -9.380